No. 1
The molecule C5H11N. Source: OMol25; level of theory: the ωB97M-V functional and the def2-TZVPD basis.

CARTESIAN COORDINATES (ANGSTROEM)
C1 -0.33234 1.76645 0.05295
C2 -0.30711 0.34477 -0.49420
C3 0.92988 -0.38346 -0.88762
C4 2.10750 0.07319 -0.07379
N1 -0.54815 -0.69993 0.53518
C5 -1.62003 -1.62988 0.20454
H1 0.30310 1.88267 0.93416
H2 -1.35284 2.04635 0.33603
H3 0.00783 2.46993 -0.71676
H4 -1.08267 0.24142 -1.26365
H5 0.30045 -1.24117 0.70841
H6 2.91729 -0.66168 -0.03634
H7 2.48155 0.93309 -0.65683
H8 1.91399 0.45778 0.94051
H9 -2.57362 -1.09747 0.26754
H10 -1.62743 -2.43402 0.94652
H11 -1.51740 -2.06804 -0.79667

The value obtained for the energy above the lowest of the compared OMol25 structures with the same formula, charge and spin is 90.9 kcal per mole. The value obtained for the highest occupied orbital energy is -0.29727 Eh. For the LUMO energy, the calculation gives 0.947 eV. For the largest force on an atom, the calculation gives 0.328 eV Å⁻¹. The calculation puts the total energy at -251.71763 a.u. The molar mass is 85.15 g mol⁻¹.

These are the natural (NBO) partial charges, in e, on atoms 1 to 8: atom 1 (C): -0.63, atom 2 (C): -0.20, atom 3 (C): 0.07, atom 4 (C): -0.78, atom 5 (N): -0.55, atom 6 (C): -0.41, atom 7 (H): 0.21, atom 8 (H): 0.22



No. 2
The molecule C5H11N. Source: OMol25; level of theory: the ωB97M-V functional and the def2-TZVPD basis.

CARTESIAN COORDINATES (ANGSTROEM)
C1 -1.31718 1.81108 0.21694
C2 -0.18377 0.92399 -0.19974
C3 0.97439 -1.15799 -0.15571
C4 2.27023 -0.50892 -0.45967
N1 -0.11813 -0.40095 -0.00177
C5 -1.32874 -1.13006 0.40590
H1 -1.74806 1.54717 1.19191
H2 -2.14792 1.87416 -0.50435
H3 -0.92504 2.82818 0.32439
H4 0.68313 1.37051 -0.66566
H5 0.84556 -2.22926 -0.07273
H6 3.08996 -1.22393 -0.35885
H7 2.33626 -0.07614 -1.47430
H8 2.44632 0.32759 0.24134
H9 -2.11820 -0.44019 0.69380
H10 -1.08187 -1.77637 1.25010
H11 -1.67694 -1.73889 -0.43160

The value obtained for the energy above the lowest of the compared OMol25 structures with the same formula, charge and spin is 53.4 kcal per mole. The value obtained for the highest occupied orbital energy is -0.22463 Eh. For the LUMO energy, the calculation gives 1.049 eV. For the largest force on an atom, the calculation gives 0.198 eV Å⁻¹. The calculation puts the total energy at -251.77738 a.u. The molar mass is 85.15 g mol⁻¹.

These are the natural (NBO) partial charges, in e, on atoms 1 to 8: atom 1 (C): -0.66, atom 2 (C): -0.17, atom 3 (C): -0.16, atom 4 (C): -0.66, atom 5 (N): -0.23, atom 6 (C): -0.41, atom 7 (H): 0.20, atom 8 (H): 0.20



No. 3
The molecule C5H11N at a distorted geometry. Source: OMol25; level of theory: the ωB97M-V functional and the def2-TZVPD basis.

CARTESIAN COORDINATES (ANGSTROEM)
C1 0.92577 -0.36286 -1.27482
C2 0.27793 -0.27490 0.14769
C3 1.13185 0.29524 1.30781
C4 -0.99927 0.68837 0.11929
C5 -1.70174 1.06183 -1.05682
H1 2.05509 -0.61825 -0.93879
H2 0.34177 -1.27425 -1.85809
H3 0.84382 0.62257 -1.82403
H4 0.36065 0.45238 2.11113
H5 1.51937 1.36702 1.13693
H6 2.10227 -0.29337 1.65995
H7 -0.25004 -1.68758 1.65279
H8 -1.13840 -1.84161 0.09235
H9 -1.45037 0.86443 1.07312
H10 -1.25438 0.95556 -2.02415
H11 -2.61270 1.65476 -0.91965
N1 -0.15162 -1.60933 0.59528

The value obtained for the energy above the lowest of the compared OMol25 structures with the same formula, charge and spin is 54.6 kcal per mole. The value obtained for the highest occupied orbital energy is -0.32856 Eh. For the LUMO energy, the calculation gives 0.984 eV. For the largest force on an atom, the calculation gives 4.863 eV Å⁻¹. The calculation puts the total energy at -251.77545 a.u. The molar mass is 85.15 g mol⁻¹. As for the SMILES: C=CC(C)(C)N.

These are the natural (NBO) partial charges, in e, on atoms 1 to 8: atom 1 (C): -0.63, atom 2 (C): 0.05, atom 3 (C): -0.63, atom 4 (C): -0.17, atom 5 (C): -0.43, atom 6 (H): 0.23, atom 7 (H): 0.23, atom 8 (H): 0.22



No. 4
The molecule C5H11N at a distorted geometry. Source: OMol25; level of theory: the ωB97M-V functional and the def2-TZVPD basis.

CARTESIAN COORDINATES (ANGSTROEM)
C1 -0.15978 0.10610 2.10617
C2 -0.56116 -0.70022 0.84913
C3 0.36293 -0.50002 -0.33103
C4 1.39225 -1.31977 -0.64500
C5 -1.01362 1.38680 -1.23843
N1 0.23060 0.73467 -0.95957
H1 -0.10841 -0.46335 3.03254
H2 0.81599 0.54650 1.90706
H3 -0.87399 0.92318 2.25629
H4 -1.57071 -0.76786 0.43806
H5 -0.41988 -1.72454 1.21362
H6 1.61349 -1.57506 -1.67272
H7 1.83498 -1.93797 0.12764
H8 -1.52352 0.91826 -2.09043
H9 -0.86443 2.43612 -1.46407
H10 -1.76073 1.29290 -0.45162
H11 1.12764 1.08840 -1.23338

The value obtained for the energy above the lowest of the compared OMol25 structures with the same formula, charge and spin is 41.9 kcal per mole. The value obtained for the highest occupied orbital energy is -0.28173 Eh. For the LUMO energy, the calculation gives 1.061 eV. For the largest force on an atom, the calculation gives 2.467 eV Å⁻¹. The calculation puts the total energy at -251.79583 a.u. The molar mass is 85.15 g mol⁻¹. As for the SMILES: C=C(CC)NC.

These are the natural (NBO) partial charges, in e, on atoms 1 to 8: atom 1 (C): -0.61, atom 2 (C): -0.48, atom 3 (C): 0.24, atom 4 (C): -0.57, atom 5 (C): -0.41, atom 6 (N): -0.64, atom 7 (H): 0.21, atom 8 (H): 0.22



No. 5
The molecule C5H11N. Source: OMol25; level of theory: the ωB97M-V functional and the def2-TZVPD basis.

CARTESIAN COORDINATES (ANGSTROEM)
C1 -0.55094 1.89431 0.03242
C2 -0.44009 0.50395 -0.57544
C3 0.69595 -0.48700 -0.51387
C4 2.08636 -0.15883 -0.02901
N1 -0.38163 -0.51622 0.43502
C5 -1.40728 -1.52070 0.57176
H1 -1.19604 1.78808 0.91394
H2 -1.02696 2.61306 -0.64180
H3 0.40026 2.31318 0.37891
H4 -1.07411 0.34187 -1.45623
H5 0.66766 -1.24562 -1.30882
H6 2.56132 -1.02818 0.44409
H7 2.71225 0.15432 -0.87365
H8 2.04442 0.65460 0.70178
H9 -2.36702 -0.99789 0.67022
H10 -1.23286 -2.06380 1.50613
H11 -1.49130 -2.24514 -0.25547

The value obtained for the energy above the lowest of the compared OMol25 structures with the same formula, charge and spin is 31.8 kcal per mole. The value obtained for the highest occupied orbital energy is -0.32643 Eh. For the LUMO energy, the calculation gives 1.217 eV. For the largest force on an atom, the calculation gives 0.372 eV Å⁻¹. The calculation puts the total energy at -251.81190 a.u. The molar mass is 85.15 g mol⁻¹. As for the SMILES: C[C@@H]1[C@H](C)N1C.

These are the natural (NBO) partial charges, in e, on atoms 1 to 8: atom 1 (C): -0.62, atom 2 (C): -0.08, atom 3 (C): -0.05, atom 4 (C): -0.62, atom 5 (N): -0.43, atom 6 (C): -0.41, atom 7 (H): 0.22, atom 8 (H): 0.21



No. 6
The molecule C5H11N at a distorted geometry. Source: OMol25; level of theory: the ωB97M-V functional and the def2-TZVPD basis.

CARTESIAN COORDINATES (ANGSTROEM)
C1 1.97190 -1.81020 -0.38492
N1 0.36560 -1.42298 -0.38394
C2 -0.32089 -0.21777 -0.15577
C3 0.13882 1.05163 -0.26885
C4 -0.40281 2.30159 0.14696
C5 -1.79199 -0.25814 0.61969
H1 2.24726 -1.74843 0.62276
H2 2.37092 -1.08297 -1.17014
H3 2.02289 -2.78535 -0.80033
H4 -0.18887 -2.26686 -0.48581
H5 1.14245 1.08455 -0.77625
H6 0.43046 3.05402 0.03952
H7 -0.72410 2.44645 1.16912
H8 -1.06324 2.73185 -0.58200
H9 -1.90593 -1.47773 0.70485
H10 -1.68903 0.15139 1.64765
H11 -2.60343 0.24896 0.05747

The value obtained for the energy above the lowest of the compared OMol25 structures with the same formula, charge and spin is 62.8 kcal per mole. The value obtained for the highest occupied orbital energy is -0.26967 Eh. For the LUMO energy, the calculation gives 1.067 eV. For the largest force on an atom, the calculation gives 5.956 eV Å⁻¹. The calculation puts the total energy at -251.76240 a.u. The molar mass is 85.15 g mol⁻¹. As for the SMILES: C/C=C(\C)NC.

These are the natural (NBO) partial charges, in e, on atoms 1 to 8: atom 1 (C): -0.38, atom 2 (N): -0.67, atom 3 (C): 0.22, atom 4 (C): -0.32, atom 5 (C): -0.65, atom 6 (C): -0.65, atom 7 (H): 0.20, atom 8 (H): 0.21



No. 7
A cluster of 2 separate species, C5H11N in total at a distorted geometry. Source: OMol25; level of theory: the ωB97M-V functional and the def2-TZVPD basis.

CARTESIAN COORDINATES (ANGSTROEM)
C1 3.62138 0.45118 -2.10061
C2 2.28666 0.34970 -2.73474
C3 1.89441 1.23528 -3.65323
H1 3.79186 -0.27764 -1.33387
H2 4.46176 0.56984 -2.71986
H3 3.60008 1.31506 -1.28767
H4 1.80633 -0.46028 -2.47860
H5 0.97195 1.13224 -4.20437
H6 2.49477 2.01196 -4.21637
C4 -3.04121 -1.15604 3.86372
C5 -2.18459 -0.67914 2.88797
N1 -2.71600 -0.23895 1.73144
H7 -3.98796 -1.54259 3.59395
H8 -2.60674 -1.59305 4.79352
H9 -1.06969 -0.67530 3.15506
H10 -3.71902 -0.50475 1.68642
H11 -2.19121 0.49124 1.31296

The value obtained for the energy above the lowest of the compared OMol25 structures with the same formula, charge and spin is 72.6 kcal per mole. The value obtained for the highest occupied orbital energy is -0.29059 Eh. For the LUMO energy, the calculation gives 0.890 eV. For the largest force on an atom, the calculation gives 6.150 eV Å⁻¹. The calculation puts the total energy at -251.74682 a.u. The molar mass is 85.15 g mol⁻¹. As for the SMILES: C=CC.C=CN.

These are the natural (NBO) partial charges, in e, on atoms 1 to 8: atom 1 (C): -0.65, atom 2 (C): -0.17, atom 3 (C): -0.39, atom 4 (H): 0.22, atom 5 (H): 0.22, atom 6 (H): 0.21, atom 7 (H): 0.19, atom 8 (H): 0.19



No. 8
A cluster of 2 separate species, C5H11N in total at a distorted geometry. Source: OMol25; level of theory: the ωB97M-V functional and the def2-TZVPD basis.

CARTESIAN COORDINATES (ANGSTROEM)
C1 -1.80291 -0.36908 -0.75581
C2 -1.70814 0.80108 0.15090
C3 -0.59674 0.78452 1.16794
C4 0.72837 0.43070 0.49930
C5 0.98494 -0.74218 -0.18450
N1 2.21637 -0.87367 -0.76169
H1 -0.76027 -0.33755 -1.19685
H2 -2.58751 -0.30258 -1.51216
H3 -2.01509 -1.31834 -0.26011
H4 -1.67415 1.70178 -0.47072
H5 -2.66053 0.82728 0.69241
H6 -0.38432 1.73939 1.64935
H7 -0.89896 0.07835 1.94691
H8 1.59285 1.04786 0.76370
H9 0.08499 -0.53968 -1.67227
H10 2.42520 -1.76847 -1.16805
H11 2.98920 -0.24621 -0.67212

The value obtained for the energy above the lowest of the compared OMol25 structures with the same formula, charge and spin is 142.1 kcal per mole. The value obtained for the highest occupied orbital energy is -0.27738 Eh. For the LUMO energy, the calculation gives -0.211 eV. For the largest force on an atom, the calculation gives 4.026 eV Å⁻¹. The calculation puts the total energy at -251.63612 a.u. The molar mass is 85.15 g mol⁻¹.

These are the natural (NBO) partial charges, in e, on atoms 1 to 8: atom 1 (C): -0.52, atom 2 (C): -0.40, atom 3 (C): -0.43, atom 4 (C): -0.30, atom 5 (C): 0.03, atom 6 (N): -0.87, atom 7 (H): 0.08, atom 8 (H): 0.21



> What is the highest occupied orbital energy in the fourth record?

-0.28173 Eh